1.
Computed, not measured: a structure of composition C44H59AsBrGeIN2OsPSi3 at a distorted geometry, with ωB97M-V with the def2-TZVPD basis set.

```
114
Properties=species:S:1:pos:R:3:lowdin_spin:R:1
C -2.48345 2.34002 -0.03112 0.004
H -2.48006 2.28262 1.04045 0.001
H 4.30607 3.91110 -5.67303 0.001
C 5.13026 2.33531 -4.49009 0.018
H -3.12248 -4.50142 -0.12261 0.001
H -2.94736 -4.41218 -5.06712 0.000
C 1.50288 0.17552 -2.76508 0.003
H 0.30330 -5.04532 -2.37436 0.000
C 3.23480 -3.10303 -0.77722 0.003
H -1.40112 3.37858 4.36115 0.002
I -2.06759 -1.66897 -0.70802 0.108
C 6.14092 -1.78683 -5.19973 0.049
H 4.69475 1.55101 -5.09879 0.000
Ge -0.05713 0.09801 2.00204 0.582
H 1.18126 -3.06689 1.14898 0.001
H 0.31554 -2.57902 -2.42452 0.000
H 1.34828 2.60097 0.86510 0.023
H 3.96967 -0.52572 -3.45167 0.009
H 2.39715 -2.63964 2.37020 0.000
H 4.08328 -5.02804 -0.37494 0.000
H 2.69890 2.22432 5.17428 0.008
H 0.68485 2.23205 -5.94370 0.000
H -1.62692 -4.06330 3.24681 0.008
H 1.40761 3.71430 2.23664 0.001
H -0.96738 3.20717 2.65586 0.006
H -3.84874 -6.46218 -1.41460 0.000
C 3.47284 0.23776 2.51359 0.044
P 2.08961 -0.59764 -1.20263 0.036
H 3.70845 -0.42710 3.34601 0.000
H -3.94674 -0.44448 3.17925 0.001
N -1.50795 1.73176 -0.79684 0.030
C -3.06782 -4.48441 -1.20311 0.008
H 0.96946 2.44722 4.92890 0.000
C 4.91067 3.66621 -4.80877 0.006
C -3.51675 0.39026 2.62334 0.055
H -2.64301 3.50982 3.12702 0.006
H -3.23377 0.02757 1.63494 0.006
C 7.17370 -1.44483 -7.34522 0.103
H 0.61275 -2.86068 5.59891 0.004
H 2.20140 -6.27003 -1.38081 0.000
C -3.41778 -5.57333 -3.31956 0.004
C 3.25110 -4.48780 -0.80712 0.001
H 4.75502 -1.72828 -2.43042 0.000
C -3.47489 -5.59043 -1.93400 0.001
H 5.33683 5.71348 -4.32909 0.000
C -1.72932 2.97610 3.40139 0.052
C 0.67215 -1.93914 5.01044 0.017
C 7.77354 -0.27070 -6.89552 0.002
As 6.33202 0.15681 -3.03110 0.430
C -1.63905 -2.97700 3.11758 0.045
H 1.52424 -4.16616 2.48884 0.010
C 1.16444 2.31874 -3.85630 0.002
H 5.88908 -3.10446 -6.85832 0.000
H 4.42429 -0.39194 -0.41476 0.001
C -1.80917 1.99695 -2.06786 0.023
C 1.22683 -0.47257 -3.97076 0.000
H 1.61851 0.84634 5.33460 0.001
C -2.58617 -3.32341 -3.26282 0.004
C 5.93343 2.03295 -3.39216 0.084
H 4.05002 -2.58357 -0.28626 0.000
H 0.70850 -0.23847 -6.03143 0.000
C 5.48924 4.67845 -4.05343 0.001
Si -2.07548 1.13384 3.57576 0.202
C 1.91213 2.87029 1.76355 0.080
C 0.92103 0.27125 -5.10002 0.000
H 7.38200 -1.80530 -8.34414 0.005
H 8.06713 1.03810 -5.23119 0.001
H 3.23092 -0.37120 1.64148 0.002
H -3.73186 -6.43751 -3.88856 0.000
H 8.41870 0.29812 -7.55081 -0.001
C 6.34909 -2.19328 -6.50093 0.017
H 7.15033 2.79427 -1.78777 0.003
C 6.70528 -0.58051 -4.76150 0.111
H -2.28460 -2.56564 3.89522 0.000
H 1.26459 -1.55184 -4.03561 0.000
H 2.90163 3.21569 1.45361 0.009
C 6.51103 3.03899 -2.62734 0.007
C 1.79788 1.75763 4.76324 0.035
C 1.46134 1.58109 -2.71822 0.012
C 3.89710 -0.07814 -1.31686 0.005
Si 2.06749 1.41073 2.94853 0.239
H -3.34460 3.08658 -2.97260 0.000
H 0.04423 -1.20434 5.50924 0.000
H 1.16164 3.40030 -3.81370 0.000
H -2.19052 -0.48138 5.49223 0.000
H -1.26967 1.67039 -2.94182 0.001
C 2.17921 -2.40075 -1.36560 0.014
H 3.91371 1.01353 -1.34054 0.000
H -0.88501 0.70062 5.73343 0.001
H 6.74676 5.15255 -2.37646 0.000
H -2.08178 -2.75690 2.14757 0.003
N -2.91317 2.74325 -2.12582 0.009
C 1.13089 -4.49678 -1.94173 0.000
H 1.70822 -1.60028 5.04285 0.000
Si 0.10569 -2.31689 3.27062 0.193
Br -2.07207 -1.76479 -4.20864 0.004
C -2.97534 -4.44028 -3.98643 0.000
C 1.42712 -3.11228 2.21023 0.056
H -4.24456 3.54655 -0.63010 0.000
H -2.55791 1.17062 5.95964 0.005
H 1.73245 2.10825 -1.80544 0.010
C -3.36052 2.97357 -0.85038 0.007
H -4.30852 1.13363 2.49638 0.007
C 2.19443 -5.18820 -1.37586 0.003
H 5.53805 -2.39485 -4.53740 0.002
C 6.28355 4.36763 -2.95843 0.001
Os 0.09688 0.39705 -0.40323 1.951
H 4.37613 0.81405 2.29521 0.008
C 0.89433 1.66131 -5.04797 -0.001
C 7.57010 0.14716 -5.59640 0.063
C -2.62059 -3.35902 -1.87327 0.025
C 4.57454 -0.66321 -2.55725 0.078
C -1.89246 0.55647 5.34261 0.021
C 1.12710 -3.11114 -1.94527 0.003
```

Output
* spin multiplicity: 6
* <S²>: 8.787
* energy above the lowest of the compared OMol25 structures with the same formula, charge and spin: 10.4 kJ/mol
* net charge: +4
* HOMO (alpha / beta): -0.635 / -0.636 Eh
* gap between HOMO and LUMO (alpha / beta): 7.0 / 5.1 eV



2.
Computed, not measured: a cluster of 9 separate species, C44H61Br2ClF8N4O27P in total at a distorted geometry, with ωB97M-V with the def2-TZVPD basis set.

```
148
Properties=species:S:1:pos:R:3:lowdin_charge:R:1
H 3.64559 0.90242 -0.47840 0.112
H -3.34824 1.44018 0.18555 0.089
H 1.98552 -0.10420 -5.16478 0.042
C -0.49422 4.44208 5.60456 -0.519
F -0.67297 -3.59143 3.60806 0.055
O -4.42432 1.66504 -3.43056 0.077
O 1.85031 1.11962 1.15709 -0.155
C 4.16516 6.39272 3.22760 -0.086
H 4.85731 5.47187 3.34188 0.083
H -1.46848 -0.27936 -4.62293 0.107
C -5.51678 0.41221 3.61948 -0.507
C 3.27504 -2.49760 -3.54125 -0.637
H 5.27318 0.76937 -2.48927 0.044
O -9.91470 -4.36483 3.89999 0.142
H 2.03124 4.57703 1.46069 0.113
O 8.06160 4.11870 -4.05350 0.142
O -0.32599 5.78209 5.43408 0.146
C -3.61758 1.56934 3.78896 -0.066
H 1.60062 -3.11890 0.72052 0.119
O -5.65216 1.46811 2.76811 0.142
H -7.15598 -1.85663 -3.34187 0.171
H 2.27028 4.82198 5.62436 0.137
H 1.72474 -2.65951 -1.95812 0.100
C -1.04216 -1.35679 -0.07540 -0.608
H 2.22927 2.18788 2.97753 0.141
H -2.09816 1.62515 -1.17945 0.059
H 1.37300 -3.83826 -3.78031 0.086
H -0.56577 -5.29151 2.53737 0.171
H -1.06275 -1.45458 1.09532 0.119
O 0.08494 -6.68417 4.87266 0.090
C 2.72649 -2.07011 -2.11461 -0.208
C 9.02558 3.15461 -4.09197 -0.523
C 7.12597 2.13017 -4.65796 -0.076
H -0.75036 -1.71340 -2.87956 0.057
O -6.34999 -4.50221 -2.92836 0.076
O 2.77765 7.63728 1.44854 -0.095
C 0.62724 1.31515 -1.74859 -0.100
H -6.09126 2.28806 -2.39828 0.180
H 2.03997 4.81593 7.38579 0.149
C 0.71931 -0.32890 -1.66900 -0.298
C -0.89801 -5.68213 4.66124 -0.061
O 4.86267 -5.79267 -0.95356 0.080
O -8.79864 -6.12980 4.78067 0.166
F -4.23720 3.08287 2.10739 0.073
C -2.42983 -0.54417 -0.34777 -0.627
H 3.14355 5.67843 -0.11978 0.131
C 3.13912 -0.15000 -0.41631 -0.115
H 7.08543 3.95677 -5.85611 0.179
N 1.35183 -2.27637 1.29671 0.229
C 3.75728 5.44114 0.83736 -0.188
O 4.80743 0.25539 -3.20821 -0.367
H -9.77020 -2.48850 4.73036 0.178
H 6.74124 1.57938 -5.51825 0.148
H -6.87468 3.54999 -4.31632 0.149
C 0.70688 6.14603 6.32716 -0.321
H -5.15398 3.11633 3.89471 0.183
C 2.51798 -3.90133 -3.95175 -0.132
H 3.12360 6.21223 3.71137 0.062
C -5.61864 -3.40544 -3.45136 -0.108
O 3.03230 -4.49904 -0.60706 0.101
P 3.14242 0.78383 -2.98647 0.973
H -1.01159 -5.08648 5.57192 0.153
O -8.33427 -5.43138 -3.50954 0.177
H 3.10756 3.05401 0.12583 0.118
O 2.31627 -6.74295 4.48099 0.176
C 2.44345 0.84153 -4.71750 -0.282
H 4.59687 2.98628 1.22599 0.130
H 4.93120 -6.87796 1.62210 0.183
C -6.02340 2.89126 -4.49717 -0.059
H 4.03658 -0.86389 -0.20483 0.153
O 0.55513 3.88122 6.27047 0.077
C 5.97878 -6.11627 -0.13718 -0.053
H 0.54579 3.72098 -1.37956 0.084
N 3.02837 4.45435 1.74950 -0.097
O -1.45418 3.82854 5.22036 0.147
H -1.86322 -6.12562 4.40998 0.151
H 1.74953 1.77754 -4.78248 0.062
C 2.78191 1.85116 2.00805 -0.117
C 1.52904 4.90263 6.42522 -0.064
C -8.79706 -5.02001 4.32416 -0.527
O 1.07324 -4.99755 3.74252 0.119
Br -1.19935 -3.32770 -0.56408 0.665
H -3.15763 -0.84970 0.51551 0.104
H 2.79674 -4.17520 -5.03099 0.084
C -6.69444 -2.55568 -4.04601 -0.333
H 3.43630 -2.56642 -1.33399 0.096
C 1.23362 -1.10854 0.63436 -0.150
C -8.07688 -3.08167 3.48417 -0.076
H 3.33245 1.11528 -5.42836 0.072
O -7.65305 -3.49862 -4.47565 0.146
H -6.15438 2.40671 -5.46923 0.153
H 4.77378 5.01427 0.46494 0.128
H -1.68388 0.82374 -3.16148 0.025
C -5.81458 1.91227 -3.38808 -0.321
C 3.44782 3.10654 1.24484 -0.214
C 0.44028 2.62343 -1.73810 0.119
O 8.52842 1.96134 -4.53079 0.080
C -9.53584 -3.00820 3.79638 -0.323
H -1.56077 1.31342 0.63207 0.100
H -2.90487 1.20426 3.04289 0.134
C -7.52056 -4.55923 -3.62917 -0.521
H 0.74889 -1.21564 -3.78652 0.109
F 1.41766 7.15482 5.77366 0.084
H 3.01563 -4.70446 -3.26780 0.073
F -6.46501 0.75104 -3.63666 0.071
C -4.69312 2.41471 3.19319 -0.317
Cl 5.09303 -2.95030 -3.55260 0.544
C -0.02875 -0.82957 -3.00533 -0.155
H 4.65768 7.24507 3.84045 0.085
H 1.22256 -2.37049 2.32711 0.151
C 1.25655 -6.19185 4.37771 -0.521
F -6.23817 -1.88253 -5.12918 0.074
C 4.03246 -5.03000 -0.19189 -0.505
C -3.87030 2.81090 -3.91867 -0.519
H -0.26662 1.09170 -4.33886 0.063
C -2.32242 1.05376 -0.21357 -0.117
C 2.35695 -0.53850 -1.81025 -0.391
H 0.27332 6.47475 7.27643 0.180
O -4.80500 3.61911 -4.49385 0.087
H 6.79108 -5.41132 -0.33699 0.154
N 2.30939 -0.11151 0.81623 -0.093
Br -3.45405 -1.17794 -1.95798 0.770
O -7.67618 -4.25610 4.17295 0.071
H -4.90553 -3.76772 -4.19825 0.152
N 0.22983 -0.72765 -0.36098 0.029
H 3.11957 -1.80074 -4.42530 0.076
C -0.31799 -4.89933 3.52855 -0.333
H -3.06689 2.09009 4.57447 0.125
F 6.36727 -5.56369 2.11024 0.091
O 4.46224 -4.94430 1.09598 0.143
H 6.63317 1.76007 -3.75570 0.113
O -6.33021 -0.46272 3.74398 0.156
C 6.99330 3.60924 -4.82265 -0.324
O -4.34697 0.47319 4.31795 0.085
C -0.88416 0.30299 -3.79450 -0.132
H 4.94237 7.38997 1.30874 0.152
H -7.87947 -3.20298 2.41473 0.149
C 5.41827 -5.97583 1.24006 -0.316
H 2.00572 7.02571 1.50518 0.084
O -2.70142 3.07846 -3.84451 0.151
F 5.82956 4.05448 -4.29003 0.070
C 3.99362 6.82678 1.65412 -0.330
O 10.17038 3.33423 -3.78417 0.176
F -10.22351 -2.44697 2.77358 0.077
H -7.52952 -2.20903 3.84490 0.104
H -5.06788 -2.88881 -2.66194 0.016
H 3.62624 1.12127 2.29266 0.135
H 6.33451 -7.12769 -0.34078 0.151
```

Output
* net charge: +1
* HOMO: -0.400 Eh
* gap between HOMO and LUMO: 5.8 eV



3.
Computed, not measured: a structure of composition C44H61FeN14OPSi, with ωB97M-V with the def2-TZVPD basis set.

```
123
Properties=species:S:1:pos:R:3:lowdin_spin:R:1
C -5.33086 -1.52515 -4.43838 0.000
H -1.08696 -5.74653 3.48731 0.000
N -7.11981 0.21220 -4.59372 0.000
H 7.23092 1.72955 -0.51857 0.000
H 0.70715 1.94804 4.02415 0.000
H 2.47836 -4.47877 -3.82511 0.000
C 3.82801 1.53708 -0.24808 0.002
C -5.67199 2.93079 0.40255 0.000
H -0.71548 -2.91133 -3.79269 0.000
H 2.76830 2.68246 5.15677 0.000
C 3.55647 2.29541 3.20850 0.001
C 6.07305 -0.06005 -0.12430 0.000
C 3.03311 -2.37874 2.02823 0.001
H 2.69396 -4.89364 -2.12676 0.000
H 2.64362 5.14007 3.38570 0.000
H 4.56559 -3.82857 4.73299 0.000
H -5.24466 -0.92567 -6.49377 0.000
C -1.39227 2.17565 -0.14430 0.007
Fe -0.33110 -0.63041 0.48242 3.603
N 2.38389 1.50885 2.80422 0.008
H 1.16467 -3.32058 -0.03818 0.001
C -6.89170 3.39350 0.88689 0.000
H 5.39584 2.82629 0.43605 0.000
C 3.47555 -0.99920 4.05135 0.001
C -0.99952 -4.78804 2.99213 0.002
H -4.24290 -4.71107 -2.10829 0.006
N -1.50727 -4.23476 -1.25929 0.516
H 5.03414 -2.82982 2.64123 0.000
H 1.56697 3.81404 1.77726 0.000
H 5.21923 -0.83885 1.70035 0.000
O -5.89026 0.11921 -2.77398 0.000
H 4.10398 -4.23599 2.17430 0.000
C -1.06131 -4.70971 1.60338 0.006
H 7.03195 -0.54164 0.07334 0.000
N -1.73106 1.01498 0.48932 0.041
H 6.33054 1.14996 -1.90079 0.000
H -0.80659 -1.21978 4.87339 0.000
H -4.56086 3.20470 2.22432 0.000
H 0.54270 -0.83591 3.77953 0.000
C 3.17203 3.25936 4.31990 0.000
C 1.97245 -4.51688 -2.85690 0.001
H -3.49997 0.63246 1.64474 0.000
H 1.56675 4.65840 4.67677 0.000
C -8.06493 3.14824 0.19155 0.000
H -9.00590 3.52143 0.57285 0.000
C 5.14301 2.27135 -0.47124 0.000
N -7.53822 1.21463 -3.72632 0.000
H 3.52754 1.01827 -1.16670 0.000
N 0.55224 -2.98093 -0.76862 0.052
H -8.94445 2.21206 -1.53744 0.000
H 4.56884 -0.88380 4.09417 0.000
H 5.01429 3.01310 -1.26096 0.000
H 3.35112 -2.16474 5.85592 0.000
H -0.76220 -3.67719 4.81511 0.000
C 6.27582 1.29526 -0.82016 0.000
C 2.74338 -1.63350 -2.13083 0.001
H -5.29512 -2.38151 -2.47881 0.000
H 5.83307 0.80271 1.83722 0.000
C -4.01972 -2.65153 -6.09940 0.000
C -4.41453 3.31294 1.14974 0.001
H 3.56068 -1.84236 -2.82487 0.000
H 1.97102 -2.32212 4.78640 0.000
C -6.82463 1.92714 -1.45506 0.000
H 0.62336 -2.05024 -4.53790 0.000
C -5.64202 2.19168 -0.76864 0.000
H 3.29413 -2.24996 0.97434 0.000
H 5.50299 -0.73602 -0.76849 0.000
C -3.98543 -3.43004 -3.81932 0.001
C 3.67612 -3.52134 4.18063 0.000
C -0.92960 -3.46210 1.03708 0.037
H -3.68183 -2.74476 -7.12261 0.000
H 3.02838 2.24901 -0.02184 0.001
C -3.54138 -3.52616 -5.13193 0.001
C -2.89467 1.29812 1.05022 0.006
C 1.08289 2.14566 3.01008 0.000
H -1.19251 -5.58208 0.97943 0.001
H 3.12036 -1.66264 -1.10504 0.000
N -2.49633 -3.58796 -1.86930 0.188
H -0.47063 2.30469 -0.68781 0.001
C -0.83268 -3.19737 -0.46974 0.047
N 1.35444 -0.00719 0.82203 0.148
H 3.04203 -0.11787 4.52507 0.000
H -4.15624 4.35260 0.95575 0.000
C -6.79845 1.12473 -2.67896 0.000
N 2.98581 -1.06548 2.67838 0.007
N -1.57186 -1.93720 -0.74330 0.138
C -0.82000 -3.63701 3.73538 0.003
C -6.16129 -0.40201 -4.00239 0.000
H -3.21910 -1.56876 -1.98943 -0.001
C -0.51106 -1.12357 3.82962 -0.002
C -8.03673 2.41634 -0.98579 0.000
H -2.82320 -4.29084 -5.40392 0.000
H -2.88471 -5.15862 -3.13870 0.002
C -3.43920 -4.31589 -2.73240 0.012
H 2.40626 -0.60621 -2.28437 0.000
Si 1.33748 -2.83678 -2.34966 0.003
H 2.96565 -4.34813 4.25717 0.000
C -2.50338 -2.24912 -1.55554 0.036
C 3.06343 -2.25714 4.80757 0.000
H 4.06445 3.76388 4.69189 0.000
C 4.04380 -3.28780 2.71193 0.000
C -0.71942 -2.40676 3.08684 0.005
H -0.33346 -1.24459 -3.30170 0.000
H -1.07750 -0.31748 3.36226 -0.001
N -3.23253 2.55448 0.76400 0.003
C 2.13665 4.27938 3.82631 0.000
H 4.35016 1.62513 3.54817 0.000
H 1.15689 -5.24008 -2.92467 0.001
N -2.28212 3.12543 -0.00836 0.001
P 2.56544 0.24550 1.72311 0.058
N -0.77829 -2.34259 1.75514 0.038
H -6.92305 3.96233 1.80939 0.000
H 0.20091 4.10793 2.83756 0.000
C 1.19022 3.64742 2.79101 0.000
H -4.70184 1.82968 -1.16717 0.000
N 3.95001 0.58632 0.86260 0.006
C 5.29362 0.11108 1.17256 0.001
H 2.04010 -2.85350 2.05394 0.000
H 0.38440 1.69534 2.30682 0.000
H 3.96520 2.85949 2.35922 0.000
C -4.91133 -2.44846 -3.49111 0.001
C 0.09428 -2.20600 -3.59296 0.002
C -4.89968 -1.63775 -5.75595 0.000
```

Output
* spin multiplicity: 6
* <S²>: 8.774
* energy above the lowest of the compared OMol25 structures with the same formula, charge and spin: 108.1 kJ/mol
* net charge: +1
* HOMO (alpha / beta): -0.356 / -0.366 Eh
* gap between HOMO and LUMO (alpha / beta): 7.8 / 6.9 eV